P:
{"formula": "C2H3I", "method": "ωB97M-V/def2-TZVPD", "symbols": ["C", "C", "I", "H", "H", "H"], "coordinates": [[-0.776, 0.500, -0.081], [-0.341, -0.683, 0.099], [2.925, -0.086, -0.087], [-1.901, 0.674, -0.119], [0.035, 1.204, 0.045], [0.058, -1.608, 0.144]], "lowdin_charge": [-0.10, 0.04, -0.04, 0.10, 0.02, -0.02], "charge": 0, "e_homo_ha": [-0.344, -0.316], "e_lumo_ev": [-0.672, -2.710]}

Q:
{"formula": "C2H3I", "method": "ωB97M-V/def2-TZVPD", "symbols": ["C", "C", "I", "H", "H", "H"], "coordinates": [[-0.224, -0.957, -0.061], [-1.293, -0.294, 0.090], [-3.276, 0.126, -0.013], [0.594, -0.455, 0.324], [-0.243, -2.025, -0.240], [-0.976, 2.668, -0.118]], "lowdin_charge": [-0.16, -0.77, 0.77, 0.03, 0.06, 0.07], "charge": 0, "e_homo_ha": [-0.289, -0.352], "e_lumo_ev": [-0.107, -0.051]}

Which of them is the most stable, and which is the least stable? P and Q, in that order.

P:
{"formula": "C4H13N2S", "method": "ωB97M-V/def2-TZVPD", "symbols": ["N", "C", "C", "C", "S", "C", "N", "H", "H", "H", "H", "H", "H", "H", "H", "H", "H", "H", "H", "H"], "coordinates": [[-0.156, 1.166, 1.537], [-0.189, -0.051, 0.628], [-1.129, 0.227, -0.538], [-1.365, -0.997, -1.438], [-1.172, -0.687, -3.233], [1.243, -0.294, 0.171], [2.142, -0.167, 1.329], [-0.502, 0.965, 2.475], [0.848, 1.370, 1.697], [-0.641, 1.970, 1.140], [-0.577, -0.859, 1.253], [-2.091, 0.614, -0.215], [-0.668, 1.035, -1.114], [-0.671, -1.797, -1.204], [-2.382, -1.353, -1.282], [-0.850, 0.609, -3.147], [1.527, 0.443, -0.577], [1.286, -1.281, -0.279], [3.054, 0.152, 1.025], [2.291, -1.066, 1.772]], "lowdin_charge": [0.21, -0.29, -0.23, -0.54, 0.74, -0.20, 0.01, 0.17, 0.14, 0.17, 0.16, 0.12, 0.10, 0.05, 0.07, -0.15, 0.14, 0.13, 0.09, 0.10], "smiles": "NC[C@@H]([NH3+])CCS", "charge": 1, "e_homo_ha": -0.450, "e_lumo_ev": -3.318}

Q:
{"formula": "C4H13N2S", "method": "ωB97M-V/def2-TZVPD", "symbols": ["C", "N", "C", "C", "S", "C", "N", "H", "H", "H", "H", "H", "H", "H", "H", "H", "H", "H", "H", "H"], "coordinates": [[-0.413, 1.659, 0.874], [-1.016, 0.346, 0.725], [-0.507, -0.975, 0.206], [1.075, -0.829, 0.122], [1.566, -2.537, -0.037], [-0.348, 2.372, -0.467], [-1.664, 2.082, -1.108], [0.656, 1.518, 1.310], [-0.690, 2.336, 1.735], [-1.728, 0.170, 1.418], [-0.906, -1.213, -0.777], [-0.699, -1.670, 1.011], [1.206, -0.203, -0.733], [1.478, -0.480, 1.076], [2.084, -2.407, -1.277], [0.388, 2.069, -1.200], [-0.124, 3.413, -0.173], [-1.785, 1.954, -2.134], [-2.387, 2.762, -0.897], [-1.918, 1.125, -0.614]], "lowdin_charge": [-0.22, -0.12, -0.24, -0.57, 0.76, -0.14, 0.14, 0.14, 0.15, 0.12, 0.11, 0.10, 0.06, 0.07, -0.12, 0.12, 0.14, 0.18, 0.16, 0.16], "smiles": "[NH3+]CCNCCS", "charge": 1, "e_homo_ha": -0.440, "e_lumo_ev": -3.409}

Which of them is the most stable, and which is the least stable? P and Q, in that order.

P:
{"formula": "BrH16O8", "method": "ωB97M-V/def2-TZVPD", "symbols": ["Br", "O", "H", "H", "O", "H", "H", "O", "H", "H", "O", "H", "H", "O", "H", "H", "O", "H", "H", "O", "H", "H", "O", "H", "H"], "coordinates": [[0.245, -0.357, 0.023], [1.333, -3.262, -1.352], [1.706, -2.416, -1.190], [0.645, -3.248, -0.726], [-2.686, 1.541, 0.656], [-3.167, 1.054, 1.377], [-1.998, 0.905, 0.657], [-1.151, 2.582, -1.847], [-1.175, 1.893, -2.513], [-0.927, 2.063, -1.061], [0.749, 1.418, 2.996], [0.728, 1.097, 2.087], [1.466, 0.925, 3.237], [-1.164, -2.135, 2.306], [-0.675, -1.858, 1.513], [-1.417, -1.327, 2.729], [2.977, -0.284, -2.063], [2.393, -0.200, -2.845], [2.383, -0.050, -1.320], [2.464, 2.264, -0.136], [2.597, 2.806, 0.689], [1.649, 1.792, 0.143], [-2.284, -1.903, -1.450], [-1.628, -1.472, -0.954], [-3.063, -1.827, -0.957]], "lowdin_charge": [0.28, -0.06, -0.06, -0.03, -0.08, 0.06, -0.10, -0.08, 0.02, -0.04, -0.05, -0.08, -0.02, -0.12, -0.13, 0.00, -0.12, 0.05, -0.09, -0.12, 0.05, -0.08, -0.05, -0.15, 0.00], "charge": -1, "e_homo_ha": -0.247, "e_lumo_ev": 3.010}

Q:
{"formula": "BrH16O8", "method": "ωB97M-V/def2-TZVPD", "symbols": ["Br", "O", "H", "H", "O", "H", "H", "O", "H", "H", "O", "H", "H", "O", "H", "H", "O", "H", "H", "O", "H", "H", "O", "H", "H"], "coordinates": [[-0.014, 0.044, 0.047], [-1.781, -1.730, 0.749], [-2.497, -1.328, 1.242], [-1.285, -0.991, 0.400], [0.013, -0.033, -2.701], [0.270, -0.326, -1.826], [-0.703, 0.582, -2.547], [0.683, -1.506, 2.198], [0.117, -0.886, 1.739], [1.170, -0.970, 2.823], [1.987, 0.790, 1.373], [2.519, 0.005, 1.240], [1.083, 0.482, 1.303], [1.371, 1.952, -1.119], [1.813, 1.182, -1.477], [0.677, 1.595, -0.566], [-1.481, 1.636, 1.422], [-0.857, 1.188, 0.851], [-2.326, 1.526, 0.987], [-1.780, 0.811, -1.810], [-2.485, 0.177, -1.941], [-1.365, 0.544, -0.990], [1.581, -1.949, -0.343], [2.376, -1.530, -0.672], [0.914, -1.264, -0.383]], "lowdin_charge": [1.11, -0.12, 0.03, -0.21, -0.14, -0.11, -0.11, -0.11, -0.10, 0.03, -0.14, 0.03, -0.16, -0.13, 0.01, -0.14, -0.12, -0.23, 0.02, -0.06, 0.09, -0.13, -0.12, 0.03, -0.21], "charge": -1, "e_homo_ha": -0.229, "e_lumo_ev": 3.124}

Which of them is the most stable, and which is the least stable? P and Q, in that order.

P:
{"formula": "C6H14P", "method": "ωB97M-V/def2-TZVPD", "symbols": ["C", "C", "C", "C", "C", "C", "P", "H", "H", "H", "H", "H", "H", "H", "H", "H", "H", "H", "H", "H", "H"], "coordinates": [[0.910, -0.608, 1.775], [-0.929, -0.084, -0.326], [-1.794, 1.037, 0.141], [1.376, 1.830, -0.088], [1.691, -1.060, -0.991], [-1.660, -1.362, -0.403], [0.801, 0.053, 0.198], [0.396, -1.627, 1.922], [0.621, 0.072, 2.691], [-2.692, 0.679, 0.581], [-2.302, 1.522, -0.655], [-1.211, 1.816, 0.690], [0.517, 2.452, 0.019], [1.621, 1.850, -1.166], [2.155, 2.040, 0.601], [2.610, -0.570, -1.473], [1.111, -1.240, -1.828], [2.191, -1.818, -0.499], [-2.390, -1.123, -1.137], [-2.002, -1.551, 0.601], [-1.019, -2.306, -0.652]], "lowdin_charge": [-0.09, -0.34, -0.09, -0.11, -0.15, -0.09, 0.82, 0.08, 0.09, 0.08, 0.09, 0.09, 0.02, 0.08, 0.05, 0.10, 0.03, 0.03, 0.09, 0.09, 0.13], "charge": 1, "e_homo_ha": [-0.520, -0.475], "e_lumo_ev": [-4.923, -5.709]}

Q:
{"formula": "C6H14P", "method": "ωB97M-V/def2-TZVPD", "symbols": ["C", "C", "C", "C", "C", "C", "P", "H", "H", "H", "H", "H", "H", "H", "H", "H", "H", "H", "H", "H", "H"], "coordinates": [[4.010, 0.284, -0.499], [2.938, 0.151, 0.186], [-2.567, 0.022, -0.949], [-0.946, -1.825, 0.557], [-1.036, 1.030, 1.409], [0.284, 0.572, -1.177], [-0.958, 0.028, -0.079], [5.013, 0.077, -0.204], [4.145, 1.035, -1.265], [2.307, -0.172, 1.003], [-3.400, 0.315, -0.289], [-2.728, -0.959, -1.426], [-2.496, 0.708, -1.722], [-1.164, -2.507, -0.349], [-1.761, -1.910, 1.238], [-0.018, -2.193, 1.016], [-1.559, 2.061, 1.186], [-0.092, 1.133, 1.991], [-1.579, 0.472, 2.101], [1.208, 0.013, -1.427], [0.398, 1.664, -1.302]], "lowdin_charge": [-0.08, 0.06, -0.17, -0.14, -0.20, -0.09, 0.82, 0.06, 0.07, 0.03, 0.08, 0.07, 0.02, 0.09, 0.03, 0.05, 0.12, 0.08, 0.02, 0.01, 0.06], "charge": 1, "e_homo_ha": [-0.432, -0.507], "e_lumo_ev": [-5.369, -3.337]}

Which of them is the most stable, and which is the least stable? P and Q, in that order.

P:
{"formula": "C10H8N2Se", "method": "ωB97M-V/def2-TZVPD", "symbols": ["C", "C", "C", "C", "C", "C", "C", "C", "C", "C", "N", "N", "Se", "H", "H", "H", "H", "H", "H", "H", "H"], "coordinates": [[0.125, 2.291, -1.610], [-1.985, -0.661, -0.095], [1.935, -0.177, 2.648], [1.502, -1.305, 1.966], [1.785, 1.083, 2.019], [1.001, -1.261, 0.720], [1.207, 1.168, 0.739], [0.816, -0.007, 0.104], [-2.488, -0.572, -2.686], [-1.522, -0.639, -1.417], [-0.080, 3.415, -1.728], [-2.387, -0.884, 0.956], [0.087, 0.188, -1.681], [2.486, -0.357, 3.459], [1.816, -2.268, 2.313], [2.080, 1.949, 2.498], [0.646, -2.148, 0.213], [0.893, 2.081, 0.197], [-3.062, 0.304, -2.680], [-3.075, -1.489, -2.357], [-1.781, -0.710, -3.577]], "lowdin_charge": [-0.41, -0.36, -0.03, -0.09, -0.02, -0.11, -0.09, -0.41, -0.10, -0.56, 0.05, 0.17, 1.28, 0.06, 0.11, 0.08, 0.12, 0.06, 0.04, 0.10, 0.09], "charge": 0, "e_homo_ha": [-0.325, -0.325], "e_lumo_ev": [-0.717, -0.717]}

Q:
{"formula": "C10H8N2Se", "method": "ωB97M-V/def2-TZVPD", "symbols": ["C", "C", "C", "C", "C", "C", "C", "C", "C", "C", "N", "N", "Se", "H", "H", "H", "H", "H", "H", "H", "H"], "coordinates": [[-3.157, 0.490, 0.879], [-1.374, -1.059, 1.036], [3.576, 0.466, 0.276], [2.753, 1.127, 1.213], [3.041, 0.038, -0.890], [1.402, 1.264, 0.974], [1.691, 0.159, -1.192], [0.869, 0.777, -0.257], [-3.514, -1.539, -1.254], [-1.878, 0.159, 0.510], [-4.191, 0.916, 1.235], [-1.059, -2.054, 1.490], [-0.955, 1.192, -0.819], [4.629, 0.179, 0.539], [3.241, 1.402, 2.210], [3.772, -0.490, -1.505], [0.857, 1.697, 1.845], [1.336, 0.165, -2.208], [-3.065, -2.462, -0.933], [-3.479, -1.272, -2.393], [-4.493, -1.155, -0.757]], "lowdin_charge": [-0.34, -0.29, -0.10, -0.09, -0.11, -0.11, -0.12, -0.50, 0.05, -0.54, 0.19, 0.19, 1.13, 0.13, 0.13, 0.11, 0.12, 0.10, -0.02, 0.04, 0.03], "charge": 0, "e_homo_ha": [-0.323, -0.334], "e_lumo_ev": [-0.208, -2.231]}

Which of them is the most stable, and which is the least stable? P and Q, in that order.

P:
{"formula": "C5H12N3O", "method": "ωB97M-V/def2-TZVPD", "symbols": ["C", "C", "C", "C", "C", "N", "N", "N", "O", "H", "H", "H", "H", "H", "H", "H", "H", "H", "H", "H", "H"], "coordinates": [[-0.053, -0.326, -1.007], [0.101, 0.184, 0.228], [-1.636, 1.337, -0.677], [0.837, -1.305, -1.625], [0.815, -1.285, 2.373], [-1.157, 0.296, -1.527], [-0.958, 1.109, 0.560], [1.203, -0.250, 1.361], [-1.285, 2.613, -1.139], [-2.791, 1.379, -0.575], [0.945, -1.146, -2.687], [0.562, -2.343, -1.517], [1.876, -1.188, -1.160], [0.113, -0.731, 3.079], [0.214, -2.061, 2.057], [1.632, -1.946, 2.814], [-1.341, 0.569, -2.472], [-0.463, 1.973, 0.777], [1.930, -0.547, 0.673], [1.548, 0.522, 1.934], [-2.092, 3.146, -1.472]], "lowdin_charge": [-0.27, -0.13, -0.45, 0.00, -0.02, 0.12, 0.09, 0.09, -0.01, 0.18, 0.09, 0.09, 0.11, 0.13, 0.06, 0.13, 0.15, 0.13, 0.16, 0.17, 0.16], "smiles": "C[NH2+]C1=C(C)N[C@H](O)N1", "charge": 1, "e_homo_ha": -0.437, "e_lumo_ev": -3.205}

Q:
{"formula": "C5H12N3O", "method": "ωB97M-V/def2-TZVPD", "symbols": ["C", "C", "C", "C", "C", "N", "N", "N", "O", "H", "H", "H", "H", "H", "H", "H", "H", "H", "H", "H", "H"], "coordinates": [[-0.384, 0.764, -1.114], [-1.293, -0.011, -1.949], [1.454, 1.383, 0.800], [0.758, -0.882, 0.292], [-0.183, -1.333, 1.418], [0.643, 0.552, 0.005], [-2.004, 0.596, -2.899], [2.249, 0.961, 1.763], [-1.496, -1.270, 0.922], [-0.406, 1.826, -1.330], [-1.416, -1.075, -1.813], [1.402, 2.439, 0.586], [1.791, -1.150, 0.527], [0.476, -1.427, -0.609], [-0.070, -0.680, 2.298], [0.083, -2.359, 1.707], [-1.954, 1.595, -3.028], [-2.682, 0.071, -3.426], [2.326, -0.007, 2.032], [2.818, 1.635, 2.248], [-2.112, -1.628, 1.569]], "lowdin_charge": [-0.02, -0.15, -0.06, -0.15, -0.24, -0.04, 0.09, 0.18, -0.05, 0.09, 0.11, 0.15, 0.12, 0.12, 0.12, 0.13, 0.12, 0.12, 0.12, 0.14, 0.11], "smiles": "N/C=C/N(C=[NH2+])CCO", "charge": 1, "e_homo_ha": [-0.412, -0.412], "e_lumo_ev": [-3.283, -3.283]}

Which of them is the most stable, and which is the least stable? Q and P, in that order.